Record 1
This record from the OMol25 dataset describes a 2-piece molecular cluster, C5H12NO overall. The level of theory is ωB97M-V with the def2-TZVPD basis set.

charge: +1
LUMO: -0.1767 Eh
E_tot: -8909.5975 eV
largest force on an atom: 1.70 eV/Å

Each line ends with the Löwdin charge.
Cartesian coordinates (Å):
C: -3.0411 0.6338 0.5466  -0.075
C: -1.8661 1.4912 0.0416  -0.227
C: -0.5880 0.7294 0.1628  -0.042
C: 0.1850 0.4326 -0.8889  -0.065
N: 1.1474 -0.5848 -0.7557  0.022
C: 1.7592 -1.2542 -1.6591  0.172
H: -3.8964 1.2991 0.6127  0.080
H: -3.3230 -0.0720 -0.2358  0.081
H: -2.8196 0.1419 1.4856  0.079
H: -2.0101 1.8557 -0.9669  0.114
H: -1.7254 2.3421 0.7158  0.125
H: -0.2665 0.4501 1.1673  0.131
H: -0.1918 0.6107 -1.8827  0.135
H: 1.2727 -0.9516 0.1988  0.111
H: 1.4010 -1.2386 -2.6809  0.123
H: 2.3802 -2.0702 -1.3215  0.117
H: 2.1549 -1.8810 2.4466  0.080
H: 2.8927 -0.6341 1.9721  0.076
O: 2.0779 -1.1332 1.8363  -0.037

***

Record 2
This record from the OMol25 dataset describes an isolated ion of composition C5H12NO and charge +1. The level of theory is ωB97M-V with the def2-TZVPD basis set.

charge: +1
LUMO: -0.1129 Eh
E_tot: -8906.8142 eV
largest force on an atom: 5.33 eV/Å

Each line ends with the Löwdin charge.
Cartesian coordinates (Å):
C: -2.0622 -0.6065 -0.7587  -0.082
O: -0.7156 -0.7368 -0.8169  -0.060
N: 0.0027 0.2535 0.0041  -0.226
C: -0.3505 1.6188 -0.3483  0.043
C: 0.2108 0.0002 1.4479  0.063
C: 1.3685 0.1043 0.4502  -0.175
C: 2.0096 -1.1670 -0.0734  0.005
H: -2.4445 -1.5114 -1.0597  0.086
H: -2.3468 0.1017 -1.5615  0.116
H: -2.4385 -0.3066 0.2557  0.133
H: -0.2734 1.6233 -1.4160  0.123
H: -1.3600 1.8354 0.0395  0.126
H: 0.3926 2.2789 0.0318  0.105
H: -0.1933 -0.9494 1.7410  0.140
H: -0.0375 0.8125 2.1180  0.139
H: 1.8008 1.0918 0.5679  0.154
H: 3.0158 -1.0099 -0.5556  0.113
H: 1.3588 -1.5977 -0.8658  0.097
H: 2.0626 -1.8352 0.7998  0.099

***

Record 3
This record from the OMol25 dataset describes an isolated ion of composition C5H12NO and charge +1. The level of theory is ωB97M-V with the def2-TZVPD basis set.

charge: +1
LUMO: -0.1303 Eh
E_tot: -8910.3740 eV
largest force on an atom: 1.07 eV/Å

Each line ends with the Löwdin charge.
Cartesian coordinates (Å):
C: -1.8065 -0.6892 0.2052  -0.047
C: -0.4971 -0.4112 -0.5453  -0.381
C: -0.5061 0.9308 -1.2724  -0.049
C: 0.7111 -0.5409 0.3845  -0.220
N: 0.7005 0.6295 1.3739  0.245
C: 2.0672 -0.5362 -0.2657  -0.195
O: 2.8539 0.3472 -0.0974  0.114
H: -2.6314 -0.5835 -0.5022  0.097
H: -2.0113 0.0892 0.9601  0.087
H: -1.8547 -1.6948 0.6041  0.090
H: -0.3982 -1.2059 -1.2742  0.147
H: 0.4845 1.2832 -1.5720  0.092
H: -1.0147 1.7121 -0.7033  0.089
H: -1.1246 0.8431 -2.1758  0.105
H: 0.6330 -1.4340 1.0085  0.168
H: 1.5611 0.6506 1.9255  0.174
H: 0.6437 1.5078 0.8528  0.162
H: -0.0787 0.5040 2.0164  0.166
H: 2.2683 -1.4021 -0.9226  0.155

***

Record 4
This record from the OMol25 dataset describes a 2-piece molecular cluster, C5H12NO overall. The level of theory is ωB97M-V with the def2-TZVPD basis set.

charge: +1
LUMO: -0.1897 Eh
E_tot: -8909.1555 eV
largest force on an atom: 1.16 eV/Å

Each line ends with the Löwdin charge.
Cartesian coordinates (Å):
C: 1.2752 1.0550 -0.2295  -0.059
C: 1.1584 -0.1963 0.6692  -0.191
C: -0.0781 -0.1896 1.4980  -0.285
C: -0.2532 0.0685 2.7916  0.148
C: -1.5126 -0.6588 -0.4573  0.196
N: -1.3167 -0.4804 0.7905  0.089
H: 2.1524 1.0127 -0.8639  0.087
H: 1.2286 1.9028 0.4447  0.090
H: 0.4743 1.1087 -0.9725  0.050
H: 2.0404 -0.2066 1.3037  0.124
H: 1.2218 -1.1590 0.1482  0.123
H: 0.5786 -0.0233 3.4637  0.092
H: -1.2008 0.4306 3.1634  0.092
H: -2.5383 -0.7665 -0.7871  0.132
H: -0.6966 -0.5522 -1.1642  0.083
H: -2.0177 -0.8298 1.4435  0.177
H: -0.9195 -0.2347 -4.0231  0.052
H: 0.6065 -0.3586 -3.7622  0.057
O: -0.2028 0.0774 -3.4565  -0.058

***

Record 5
This record from the OMol25 dataset describes a 2-piece molecular cluster, C5H12NO overall. The level of theory is ωB97M-V with the def2-TZVPD basis set.

charge: +1
LUMO (spin up / spin down): -0.2356 / -0.2283 Eh
E_tot: -8905.5389 eV
largest force on an atom: 5.03 eV/Å

Each line ends with the Löwdin charge.
Cartesian coordinates (Å):
C: 0.3126 -2.8111 -0.9601  -0.062
C: -1.0640 0.3712 0.6800  0.059
C: 0.3788 2.3645 1.2430  -0.016
C: 1.8250 -1.1881 -1.7720  -0.087
C: -1.0961 1.7587 1.0715  -0.149
N: 0.8814 -2.1110 -1.9475  -0.156
O: -2.1407 -0.3823 0.9686  0.180
H: -0.5730 -3.4099 -1.0759  0.056
H: 0.6397 -2.5210 0.0288  0.053
H: 1.0508 2.0937 0.4774  0.072
H: 0.6646 1.9826 2.1692  0.065
H: 0.2499 3.3937 1.3698  0.070
H: 2.4218 -0.6619 -2.4636  0.028
H: -0.3575 -0.0562 0.0047  0.126
H: 2.4396 -1.1314 -0.7776  0.099
H: -1.6618 2.3331 0.2558  0.190
H: -1.5608 2.0026 2.0273  0.138
H: 0.3395 -2.1622 -2.8279  0.176
H: -2.7498 0.1349 1.5283  0.158

***

Record 6
This record from the OMol25 dataset describes a 2-piece molecular cluster, C5H12NO overall. The level of theory is ωB97M-V with the def2-TZVPD basis set.

charge: +1
LUMO: -0.1809 Eh
E_tot: -8907.5331 eV
largest force on an atom: 4.79 eV/Å

Each line ends with the Löwdin charge.
Cartesian coordinates (Å):
C: 2.0288 1.1649 1.4796  -0.068
C: 1.8290 -0.3238 1.1099  -0.231
C: 1.2905 -0.7414 -0.2219  -0.072
C: 0.2647 -1.5456 -0.3824  -0.117
N: -0.8683 -1.1166 -1.1171  0.048
C: -2.1126 -1.0490 -0.6850  0.174
H: 3.0989 1.3335 1.8230  0.107
H: 1.7840 1.8893 0.6779  0.087
H: 1.3889 1.2806 2.2723  0.036
H: 2.8922 -0.7964 1.1736  0.148
H: 1.2408 -0.9835 1.8077  0.121
H: 1.5504 -0.0751 -1.0486  0.129
H: 0.1598 -2.4133 0.3461  0.162
H: -0.6342 -0.6201 -2.0325  0.213
H: -2.3939 -1.3028 0.3471  0.131
H: -2.9423 -0.6715 -1.2303  0.085
H: -3.5805 1.7523 -1.3973  0.044
H: -2.3471 2.5282 -1.4194  -0.006
O: -2.6492 1.6902 -1.5026  0.010

***

Record 7
This record from the OMol25 dataset describes a 2-piece molecular cluster, C5H12NO overall. The level of theory is ωB97M-V with the def2-TZVPD basis set.

charge: +1
LUMO (spin up / spin down): -0.2285 / -0.2430 Eh
E_tot: -8905.6821 eV
largest force on an atom: 4.62 eV/Å

Each line ends with the Löwdin charge.
Cartesian coordinates (Å):
C: 2.2455 0.3713 0.6384  0.175
C: 0.0344 1.7884 0.0645  -0.043
C: -0.1648 -1.8635 -0.7768  -0.024
C: -1.4430 -0.4335 0.9332  -0.050
C: -0.1191 0.5567 -0.7781  -0.387
N: -0.3739 -0.5491 -0.0612  -0.268
O: 2.5539 0.3122 -0.4467  0.257
H: 2.6279 0.1705 1.5665  0.138
H: -0.9090 1.7237 0.5817  0.067
H: 0.9267 1.6729 0.6829  0.045
H: 0.1534 2.7973 -0.5036  0.152
H: -0.9915 -2.1902 -1.4991  0.114
H: 0.8770 -1.8319 -1.3364  0.119
H: -0.0614 -2.5719 0.1536  0.119
H: -1.6761 -1.4476 1.2331  0.086
H: -1.0911 0.1432 1.8317  0.108
H: -2.3852 0.0635 0.5454  0.127
H: 0.7672 0.4890 -1.3964  0.105
H: -0.9709 0.7992 -1.4327  0.162

***

Record 8
This record from the OMol25 dataset describes C5H12NO as an isolated structure. The level of theory is ωB97M-V with the def2-TZVPD basis set.

spin multiplicity: 2
charge: +2
LUMO (spin up / spin down): -0.5705 / -0.5703 Eh
E_tot: -8888.0588 eV
largest force on an atom: 8.25 eV/Å

Each line ends with the Löwdin charge.
Cartesian coordinates (Å):
O: 0.6770 -1.3596 -1.0718  0.339
C: 1.0691 -0.2434 -0.8066  0.048
C: 0.4955 0.6257 0.3803  -0.271
C: -0.6407 -0.0851 1.1673  -0.040
C: -1.7401 -0.7461 0.3292  -0.154
C: -2.5144 0.1519 -0.6846  -0.029
N: 1.5731 1.0773 0.9989  0.459
H: 1.9007 0.2634 -1.3769  0.238
H: 0.1141 1.6032 -0.2086  0.277
H: -0.1494 -0.9011 1.7355  0.165
H: -0.9272 0.7019 1.9075  0.193
H: -2.5109 -1.1794 0.9581  0.161
H: -1.3601 -1.5279 -0.3186  0.130
H: -1.9846 0.4055 -1.6292  0.103
H: -3.3824 -0.3819 -0.9902  0.091
H: -2.8260 1.1065 -0.2369  0.115
H: 2.1552 0.4620 1.5319  0.174
H: 6.3255 2.5229 -0.7318  0.004
H: 6.2012 2.0420 -1.3722  -0.003

***

Record 9
This record from the OMol25 dataset describes C5H12NO2 as an isolated structure. The level of theory is ωB97M-V with the def2-TZVPD basis set.

charge: -1
LUMO: 0.1415 Eh
E_tot: -10959.4668 eV
largest force on an atom: 5.51 eV/Å

Each line ends with the Löwdin charge.
Cartesian coordinates (Å):
C: 1.8116 0.5270 0.0772  -0.398
N: 1.0098 1.1347 -0.9434  -0.037
C: -0.0383 0.4450 -0.3305  -0.290
C: -0.5621 -0.7922 -1.0757  -0.311
O: -1.4295 -1.5939 -0.2730  -0.251
C: -0.8539 1.1345 0.7592  -0.270
O: -1.7904 0.2505 1.4387  -0.323
C: 1.7450 -0.8921 0.8451  -0.098
H: 1.8809 1.1832 0.9767  0.079
H: 2.8957 0.4322 -0.4048  0.129
H: -3.2252 0.1755 -1.2403  0.062
H: -2.8680 0.6208 -1.7208  0.048
H: -0.9663 -0.3547 -1.9714  0.062
H: 0.4096 -1.3398 -1.5343  0.139
H: -1.7916 -0.7176 0.4999  0.060
H: -0.0987 1.5008 1.5246  0.115
H: -1.3733 1.9728 0.2531  0.110
H: 1.5170 -1.7388 0.1486  0.066
H: 1.0241 -0.9344 1.6265  0.053
H: 2.7037 -1.0137 1.3446  0.054

***

Record 10
This record from the OMol25 dataset describes an isolated ion of composition C5H12NO2 and charge -1. The level of theory is ωB97M-V with the def2-TZVPD basis set.

charge: -1
LUMO: 0.1555 Eh
E_tot: -10964.5000 eV
largest force on an atom: 1.22 eV/Å

Each line ends with the Löwdin charge.
Cartesian coordinates (Å):
C: 1.8764 2.3798 0.3724  -0.131
C: 1.9906 0.8581 0.4674  -0.226
C: 1.1453 0.1030 -0.5553  -0.530
O: 1.2491 -1.1398 -0.6516  -0.146
O: -0.3857 0.6359 0.1108  -0.234
C: -1.4359 -0.1123 -0.3626  -0.365
C: -1.5768 -1.4719 0.3145  -0.273
N: -2.6047 -2.3195 -0.3403  -0.024
H: 2.2293 2.7435 -0.5907  0.056
H: 2.4922 2.8626 1.1282  0.048
H: 0.8395 2.6702 0.5022  0.055
H: 3.0289 0.5567 0.3218  0.095
H: 1.6667 0.5129 1.4460  0.100
H: 0.9700 0.6806 -1.4868  0.116
H: -2.3882 0.4443 -0.2275  0.098
H: -1.3646 -0.2915 -1.4540  0.103
H: -0.5916 -1.9427 0.3058  0.085
H: -1.8387 -1.3391 1.3611  0.097
H: -2.1710 -2.9719 -0.9834  0.049
H: -3.1309 -2.8589 0.3219  0.027

***

Record 11
This record from the OMol25 dataset describes C5H12NO2 as an isolated structure. The level of theory is ωB97M-V with the def2-TZVPD basis set.

charge: +1
LUMO: -0.3309 Eh
E_tot: -10950.0597 eV
largest force on an atom: 4.96 eV/Å

Each line ends with the Löwdin charge.
Cartesian coordinates (Å):
O: -0.4507 -0.0653 -2.2235  0.073
C: -0.9668 0.7343 -1.4354  -0.280
C: -2.0627 0.3359 -0.5476  -0.015
C: -0.8627 0.2966 0.4359  -0.175
C: -0.0391 -1.0148 0.2870  -0.153
C: 1.3264 -0.7384 -0.2854  -0.200
N: 1.9599 0.2852 0.4269  0.221
H: -0.8719 1.8020 -1.6585  0.169
H: -2.5713 -0.5908 -0.7518  0.143
H: -2.8008 1.0689 -0.2325  0.140
H: -0.1366 1.0959 0.6220  0.126
H: -1.2939 0.2601 1.4552  0.170
H: 0.0953 -1.4797 1.2778  0.143
H: 1.1891 -0.4372 -1.3884  0.191
H: 2.9548 0.3652 0.2162  0.149
H: 1.6707 0.3619 1.4651  0.054
H: -0.5848 -1.7217 -0.3410  0.137
H: 1.9300 -1.6646 -0.3002  0.179
H: 0.8088 0.3874 3.4377  0.054
O: 0.6374 0.1840 2.5029  -0.127

***

Record 12
This record from the OMol25 dataset describes a 2-piece molecular cluster, C5H12NO2 overall. The level of theory is ωB97M-V with the def2-TZVPD basis set.

charge: +1
LUMO: -0.1765 Eh
E_tot: -10956.6620 eV
largest force on an atom: 3.46 eV/Å

Each line ends with the Löwdin charge.
Cartesian coordinates (Å):
O: 1.5793 0.5219 -0.5422  0.045
C: 1.8691 -0.4153 0.1782  -0.233
C: 0.8441 -1.1734 0.8656  -0.160
C: 0.0363 -2.1631 -0.0555  -0.118
C: -0.3130 -1.4561 -1.4052  -0.133
C: -2.3242 -0.0887 -1.2745  0.184
N: -1.0660 -0.1981 -1.2251  0.061
H: 2.9302 -0.5877 0.4839  0.152
H: 1.1434 -1.8863 1.6466  0.127
H: 0.2335 -0.4895 1.4624  0.134
H: 0.6216 -3.0610 -0.2483  0.124
H: -0.8824 -2.4453 0.5195  0.134
H: 0.6160 -1.1872 -1.9048  0.128
H: -0.9290 -2.1812 -1.9342  0.131
H: -2.8185 0.8487 -1.0183  0.129
H: -2.9717 -0.8522 -1.7119  0.133
H: -0.3451 0.4981 -0.9072  0.162
H: -0.4405 3.8539 3.5304  0.040
H: 0.4323 4.4459 2.2895  0.023
O: -0.3595 4.0119 2.5826  -0.062

***

Energy relative to the best compared isomer or geometry (same formula, charge and spin) across the listed records, respectively: 23.8, 88.0, 5.9, 34.0, 117.4, 71.4, 114.1, 221.5, 173.5, 57.4, 197.4, 45.1 kcal per mole.